ORCA calculation (ωB97M-V/def2-TZVPD) on a molecular structure, C12H10N4O8Pt.

Geometry as XYZ:
```
35
Properties=species:S:1:pos:R:3:forces:R:3:lowdin_charge:R:1
Pt -5.6400 -11.6234 7.5818 -0.4 0.1 0.0 1.3204
C -6.0252 -10.9516 3.7962 -1.1 -0.5 -0.8 0.0169
C -5.2787 -10.0355 4.6601 -1.0 -1.5 -0.1 -0.3585
N -5.1352 -10.2694 5.9449 0.2 0.7 0.4 0.0305
C -4.4652 -9.1899 6.4690 -0.1 -0.4 -1.4 -0.1364
C -4.1620 -8.3265 5.4690 -1.0 -0.8 -0.5 -0.0493
N -4.7334 -8.8907 4.3224 1.2 1.1 1.6 0.2161
C -3.6103 -6.9932 5.3702 0.7 1.9 -0.2 -0.4633
O -3.0896 -6.4342 6.4683 -0.7 -0.6 -0.6 0.1329
O -3.6712 -6.4289 4.2908 0.3 -0.3 0.7 0.1022
C -4.1551 -9.1819 7.8744 0.8 1.0 0.7 -0.6140
O -3.6102 -8.1971 8.3675 0.1 0.5 0.2 0.0734
O -4.4533 -10.2282 8.5063 -0.3 -1.0 1.1 -0.1612
H -6.2723 -11.8668 4.3765 0.1 0.6 -0.6 0.0912
H -5.5233 -11.1974 2.8666 0.6 -0.3 0.1 0.0868
H -6.9363 -10.4765 3.3831 0.1 -0.2 0.7 0.1022
H -4.6789 -8.4192 3.4559 0.0 0.4 -1.0 0.1659
H -3.3224 -6.9967 7.2717 0.4 -0.1 -0.1 0.0789
C -7.7767 -8.9156 9.5030 -1.2 0.2 -1.1 0.0319
C -8.3599 -10.1445 8.8877 0.5 -1.3 -0.3 -0.2978
N -7.7178 -11.0745 8.1795 0.7 0.6 0.3 0.0212
C -8.5670 -12.1080 7.8911 0.8 0.7 -0.2 -0.1199
C -9.8026 -11.7938 8.3945 0.7 -0.2 -0.2 -0.0664
N -9.6213 -10.5868 9.0177 -0.5 0.4 0.2 0.1827
C -11.1035 -12.4936 8.4892 -0.2 0.4 1.1 -0.4699
O -11.1940 -13.6490 7.8736 -0.5 0.0 0.0 0.1561
O -11.9615 -12.0001 9.2032 0.4 -0.5 -0.9 0.1011
C -7.9673 -13.2627 7.1358 -0.6 0.3 0.2 -0.5522
O -8.7476 -14.1667 6.8704 0.2 -0.6 -0.4 0.0683
O -6.7099 -13.1914 6.8248 -1.0 -0.5 0.1 -0.2053
H -8.0997 -8.0601 8.8761 0.2 -0.2 0.5 0.1045
H -6.7082 -8.9492 9.4958 0.6 -0.2 0.1 0.0654
H -8.1645 -8.8013 10.5067 0.0 0.2 0.2 0.0894
H -10.3701 -10.1356 9.5090 -0.3 0.1 0.2 0.1737
H -10.3518 -13.9235 7.4279 0.3 0.1 0.0 0.0826
```
Forces are in eV/Å.

Output
Total energy = -1403.64982 hartree
2S+1 = 3
Orbital gap (spin up / spin down) = 8.7 / 8.4 eV
<S²> = 2.004
Energy above the lowest of the compared OMol25 structures with the same formula, charge and spin = 0.0619 eV
Lowest unoccupied orbital energy (spin up / spin down) = -0.341 / -1.865 eV